No. 1
{"formula": "C3H5FO2P", "method": "ωB97M-V with the def2-TZVPD basis set", "multiplicity": 1, "total_charge": -1, "total_energy_ha": -708.8942, "symbols": ["C", "C", "C", "O", "O", "F", "P", "H", "H", "H", "H", "H"], "xyz": [[-1.0058, -1.7565, -0.2568], [0.1028, 1.8010, -0.7421], [-0.6366, -0.8415, 0.6123], [2.3377, -0.7855, -0.0667], [1.1390, 0.9358, 1.4220], [-0.8162, -1.0321, 1.9669], [0.5534, 0.3524, 0.0897], [-0.9937, -1.3720, -1.2602], [-1.3323, -2.7912, -0.0582], [1.0757, 2.3040, -0.8690], [-0.0862, 1.4990, -1.7794], [1.9743, 0.4399, 1.2348]], "forces_ev_per_a": [[-0.857, -0.605, -0.050], [0.037, -1.532, -1.212], [-0.863, -1.356, 1.147], [-4.707, 2.843, 0.274], [0.443, 0.244, 1.385], [0.435, 0.101, -1.026], [4.910, 0.083, -1.011], [0.411, -0.503, -0.571], [-0.143, 0.891, 0.052], [-0.070, 0.049, 0.517], [-0.773, 0.204, -0.270], [1.175, -0.419, 0.766]]}


No. 2
{"formula": "C9H12NOP", "method": "ωB97M-V with the def2-TZVPD basis set", "multiplicity": 1, "total_charge": 0, "total_energy_ha": -821.4259, "smiles": "CN1C=CC=C2CCC=C[P@]21=O", "symbols": ["C", "N", "C", "C", "C", "C", "C", "C", "C", "C", "P", "O", "H", "H", "H", "H", "H", "H", "H", "H", "H", "H", "H", "H"], "xyz": [[-2.6911, 0.5176, -1.4696], [-1.2499, 0.4589, -1.2526], [-0.4100, 0.7606, -2.3064], [0.8830, 0.6204, -2.2814], [1.7368, 0.0241, -1.2952], [1.2659, -0.5873, -0.1809], [2.0437, -1.0368, 0.9758], [1.1726, -1.0922, 2.3194], [0.0844, -0.1068, 2.4494], [-0.8755, 0.2178, 1.5242], [-0.6139, -0.6578, -0.1200], [-1.2547, -1.9650, -0.3344], [-2.9850, -0.0603, -2.4409], [-3.0863, 0.0859, -0.4392], [-3.0414, 1.4919, -1.6697], [-0.8764, 1.1820, -3.2382], [1.5005, 0.8588, -3.1972], [2.9092, -0.0512, -1.5830], [2.7745, -0.2559, 1.1949], [2.5412, -1.8735, 0.6561], [1.7126, -1.0241, 3.3783], [0.6942, -2.0626, 2.3207], [-0.0146, 0.3875, 3.4157], [-1.7807, 0.8480, 1.6140]], "forces_ev_per_a": [[-0.238, -2.938, 0.832], [1.238, 0.159, -0.470], [-2.589, 1.077, -0.959], [4.276, -0.181, -2.435], [2.068, -1.282, 0.517], [-2.513, 1.699, -1.873], [-1.026, 2.810, 2.465], [1.413, -0.973, 1.109], [-2.770, 2.035, -0.886], [1.277, -1.946, -0.692], [0.395, 1.217, 1.441], [0.123, -0.511, 0.403], [0.310, 0.323, 2.102], [-0.109, 0.789, -2.638], [-0.194, 1.420, 0.305], [0.259, -0.454, 1.153], [-1.293, 0.041, 0.856], [-2.767, 0.539, 0.996], [0.293, -0.094, -0.297], [1.233, -2.592, 0.235], [-0.296, -0.341, -2.711], [-0.156, -0.470, 0.148], [0.128, -0.105, -0.034], [0.939, -0.225, 0.433]]}


No. 3
{"formula": "C36H28CoN7O3S", "method": "ωB97M-V with the def2-TZVPD basis set", "multiplicity": 4, "total_charge": -1, "total_energy_ha": -3778.6484, "symbols": ["Co", "O", "C", "N", "C", "C", "C", "C", "C", "C", "N", "C", "O", "C", "C", "C", "C", "C", "N", "C", "C", "C", "C", "C", "N", "H", "H", "H", "H", "H", "H", "H", "H", "H", "H", "H", "H", "N", "C", "C", "C", "C", "C", "C", "C", "C", "C", "C", "C", "C", "N", "C", "C", "C", "C", "N", "H", "H", "H", "H", "H", "H", "H", "H", "H", "H", "C", "S", "C", "O", "H", "H", "H", "H", "H", "H"], "xyz": [[0.0247, -0.3785, -0.3861], [3.4625, -2.2281, -1.2309], [2.3131, -1.8625, -1.0067], [1.8801, -0.6829, -0.5266], [2.6782, 0.4572, -0.4055], [3.9941, 0.6025, -0.8366], [4.6461, 1.8154, -0.6625], [3.9971, 2.8779, -0.0558], [2.6891, 2.7448, 0.3921], [2.0124, 1.5358, 0.2237], [0.7214, 1.2097, 0.6723], [0.2123, 1.8056, 1.7944], [0.5315, 2.9052, 2.2467], [-0.7982, 0.9653, 2.4908], [-1.5767, 1.3068, 3.5335], [-2.7081, 0.4899, 3.9435], [-3.5010, -0.2963, 3.1574], [-3.5585, -0.3506, 1.6951], [-1.0691, -0.2689, 1.8607], [1.1506, -2.7626, -1.2997], [1.3031, -3.9222, -2.0388], [0.1801, -4.6558, -2.3725], [-1.0619, -4.2013, -1.9441], [-1.1282, -3.0383, -1.2038], [-0.0466, -2.3281, -0.8833], [4.4998, -0.2322, -1.2944], [5.6690, 1.9282, -1.0005], [4.5107, 3.8234, 0.0711], [2.1856, 3.5702, 0.8653], [-1.3469, 2.2137, 4.0811], [-2.9686, 0.5266, 4.9971], [-4.2594, -0.8866, 3.6611], [-4.2679, -1.0364, 1.2442], [2.3008, -4.1989, -2.3497], [0.2631, -5.5589, -2.9626], [-1.9681, -4.7337, -2.1954], [-2.0744, -2.6399, -0.8622], [-7.9807, 0.2667, -6.7479], [-7.0962, 0.3344, -6.0123], [-5.9934, 0.4094, -5.1171], [-4.8354, 1.1079, -5.4810], [-3.7398, 1.1277, -4.6486], [-3.7407, 0.4373, -3.4204], [-4.9479, -0.1781, -3.0301], [-6.0432, -0.2097, -3.8622], [-2.5623, 0.3283, -2.5822], [-2.7241, 0.3797, -1.1468], [-3.6209, 1.1257, -0.4221], [-3.3143, 1.0068, 1.0058], [-2.2112, -0.0475, 1.0064], [-1.8476, -0.2803, -0.3182], [-1.2654, 0.1423, -3.1292], [-0.9096, -0.0474, -4.4903], [0.4768, -0.1336, -4.5455], [0.9321, -0.0148, -3.2347], [-0.0955, 0.1410, -2.3739], [-4.8220, 1.6468, -6.4198], [-2.8772, 1.7260, -4.9040], [-4.9922, -0.6606, -2.0633], [-6.9497, -0.7171, -3.5581], [-4.3369, 1.8172, -0.8393], [-3.4002, 1.8592, 1.6708], [-1.2903, -0.9732, 2.5561], [-1.5854, -0.1570, -5.3204], [1.0877, -0.2606, -5.4263], [1.9602, -0.0157, -2.9035], [-1.1997, 4.4640, -0.3914], [-1.4536, 3.3218, -1.7858], [0.2602, 3.4228, -2.3872], [-2.2825, 4.0789, -2.7618], [-0.8391, 5.4133, -0.7862], [-0.4952, 4.0357, 0.3220], [-2.1685, 4.6022, 0.0877], [0.5894, 4.4608, -2.4256], [0.2702, 2.9765, -3.3808], [0.8837, 2.8366, -1.7141]], "forces_ev_per_a": [[-0.455, 1.227, -0.019], [0.023, -0.077, -0.120], [0.006, 0.370, 0.253], [0.531, -0.430, -0.238], [0.065, 0.404, 0.248], [-0.090, -0.166, -0.092], [0.005, 0.179, 0.061], [0.109, -0.057, -0.080], [-0.208, -0.092, -0.025], [0.343, 0.024, 0.017], [-0.373, -0.177, -0.079], [0.383, 0.009, -0.163], [-0.032, -0.086, 0.021], [-0.231, -0.167, 0.134], [0.328, 0.244, -0.081], [-0.291, -0.342, -0.037], [0.115, 0.236, 0.108], [-0.065, -0.157, -0.209], [0.032, 0.156, -0.090], [-0.173, -0.147, -0.030], [0.135, -0.053, 0.009], [-0.125, 0.133, 0.120], [0.196, -0.183, -0.085], [-0.278, 0.086, 0.183], [0.347, -0.666, -0.231], [-0.024, -0.040, 0.010], [-0.010, -0.033, -0.015], [-0.025, 0.005, 0.013], [-0.035, 0.017, 0.060], [-0.017, 0.003, -0.011], [0.027, -0.030, 0.002], [-0.007, 0.055, 0.061], [-0.009, 0.032, -0.006], [0.006, 0.017, 0.018], [0.006, 0.004, -0.017], [-0.029, 0.028, 0.037], [0.050, 0.105, -0.019], [0.061, 0.003, 0.076], [-0.372, 0.007, -0.267], [0.472, 0.056, 0.327], [-0.236, -0.045, -0.078], [0.098, -0.011, 0.212], [-0.213, 0.108, -0.145], [0.159, 0.002, -0.013], [-0.121, 0.065, -0.160], [0.236, -0.149, 0.160], [-0.266, 0.401, 0.056], [0.190, -0.208, -0.185], [-0.066, -0.009, 0.256], [0.042, 0.035, 0.076], [-0.326, -0.632, -0.097], [-0.018, 0.001, -0.196], [-0.080, -0.037, 0.142], [0.102, 0.020, 0.022], [0.106, -0.005, -0.250], [-0.057, -0.062, 0.367], [0.042, -0.002, 0.005], [0.045, -0.048, -0.055], [-0.010, -0.036, -0.013], [0.017, -0.025, 0.007], [-0.029, -0.048, -0.018], [0.068, 0.000, 0.035], [-0.094, 0.037, 0.018], [-0.087, 0.071, -0.002], [0.010, -0.003, 0.029], [-0.073, -0.007, 0.046], [-0.085, -0.309, -0.146], [0.939, 0.515, 0.292], [-0.334, -0.144, 0.142], [-0.347, 0.092, -0.300], [-0.012, -0.001, -0.034], [0.038, -0.021, 0.019], [0.002, -0.022, -0.014], [-0.081, 0.030, -0.022], [-0.019, -0.062, 0.024], [0.068, 0.012, -0.026]]}


No. 4
{"formula": "C6H14O", "method": "ωB97M-V with the def2-TZVPD basis set", "multiplicity": 1, "total_charge": 0, "total_energy_ha": -312.1747, "smiles": "C/C=C/CCC.O", "symbols": ["C", "C", "C", "C", "C", "C", "H", "H", "H", "H", "H", "H", "H", "H", "H", "H", "H", "H", "O", "H", "H"], "xyz": [[-0.8102, -3.4704, -1.3828], [-0.8971, -1.9332, -1.2683], [-0.3976, -0.9975, -0.4372], [-0.1595, 0.4614, -0.6915], [1.1697, 1.0006, -0.0182], [1.2243, 0.6253, 1.4484], [0.2043, -3.7010, -1.7826], [-0.9092, -3.9113, -0.3797], [-1.6067, -3.7193, -2.1641], [-1.3609, -1.4159, -2.1483], [0.0601, -1.4504, 0.4795], [-1.1458, 0.9693, -0.1500], [-0.3326, 0.6263, -1.7638], [1.3480, 2.1259, -0.1698], [1.9620, 0.5152, -0.5605], [1.4314, -0.4510, 1.4545], [2.0381, 1.0932, 2.0287], [0.3117, 0.7449, 2.0637], [-0.3525, 4.3190, 1.6112], [-0.7288, 3.6692, 2.2563], [-1.0488, 4.8997, 1.5744]], "forces_ev_per_a": [[-0.388, 1.644, -0.363], [-0.116, 1.988, -1.389], [1.327, -2.979, 0.792], [-3.052, 1.211, 1.992], [-1.318, 1.509, -0.917], [0.475, -0.799, 0.839], [-0.801, -0.055, 0.178], [-0.258, -0.301, -0.596], [1.129, -0.371, 1.460], [0.357, -0.849, 0.251], [-0.352, 0.689, -0.585], [2.513, -0.637, -1.203], [0.577, 0.362, 0.287], [-0.728, -1.580, 0.095], [0.637, -0.242, -0.053], [0.051, 0.172, 0.453], [-0.216, 0.015, -0.518], [0.145, 0.243, -0.709], [1.613, -3.129, 1.315], [0.888, 0.477, -0.808], [-2.483, 2.629, -0.522]]}


No. 5
{"formula": "C3H4N2O", "method": "ωB97M-V with the def2-TZVPD basis set", "multiplicity": 1, "total_charge": 0, "total_energy_ha": -301.3932, "smiles": "OC1=CN=NC1", "symbols": ["O", "C", "C", "N", "N", "C", "H", "H", "H", "H"], "xyz": [[1.8211, -0.2339, -0.5370], [0.5544, 0.0771, -0.1993], [-0.0347, 1.2706, -0.3791], [-1.3377, 1.2552, 0.1606], [-1.5845, 0.1726, 0.7496], [-0.5032, -0.7785, 0.4336], [2.0454, -1.1383, -0.2904], [0.3463, 2.1798, -0.8206], [-0.2059, -1.5015, 1.2045], [-1.0984, -1.3043, -0.3249]], "forces_ev_per_a": [[-0.152, -0.227, -0.020], [-0.483, 0.090, -0.014], [0.084, 0.068, -0.084], [0.155, 0.008, 0.610], [0.000, 0.115, -0.259], [0.176, 0.062, 0.007], [-0.130, 0.070, 0.017], [0.009, -0.149, 0.007], [-0.203, 0.426, -0.024], [0.543, -0.464, -0.239]]}


No. 6
{"formula": "C9H14O", "method": "ωB97M-V with the def2-TZVPD basis set", "multiplicity": 1, "total_charge": 0, "total_energy_ha": -426.5592, "smiles": "Cc1ccc(O)cc1.CC", "symbols": ["C", "C", "C", "C", "C", "O", "C", "C", "H", "H", "H", "H", "H", "H", "H", "H", "C", "C", "H", "H", "H", "H", "H", "H"], "xyz": [[3.9038, 0.4588, -0.5497], [2.5121, -0.0342, -0.2301], [1.4262, 0.5289, -0.9020], [0.1254, 0.1421, -0.6245], [-0.0762, -0.8905, 0.2983], [-1.3709, -1.3551, 0.4874], [0.9902, -1.5424, 0.8685], [2.2944, -1.0514, 0.6649], [4.6040, 0.2612, 0.2705], [3.9468, 1.5314, -0.6943], [4.2652, -0.0691, -1.4342], [1.5917, 1.2506, -1.6990], [-0.7084, 0.6450, -1.0800], [-1.3011, -2.1549, 1.0340], [0.9189, -2.4399, 1.4624], [3.1063, -1.5243, 1.1959], [-3.5199, 0.9707, -0.3336], [-4.4072, 2.0582, 0.2712], [-3.5490, 1.0015, -1.4178], [-2.4733, 1.1327, -0.0903], [-3.7639, -0.0282, 0.0233], [-4.7422, 2.7422, -0.5070], [-3.9071, 2.6636, 1.0350], [-5.3144, 1.6712, 0.7581]], "forces_ev_per_a": [[0.175, -0.441, 0.443], [0.574, 0.738, -0.347], [-0.413, -0.111, -0.055], [0.503, -0.110, 0.556], [-0.937, -0.618, -0.632], [0.611, -0.048, 0.229], [1.407, 0.448, 0.146], [-1.029, -0.450, 0.029], [-0.159, -0.191, -0.126], [-0.154, 0.170, -0.316], [0.176, 0.238, -0.060], [0.058, 0.093, 0.294], [-0.174, -0.135, -0.203], [-0.184, 0.373, -0.197], [-0.510, -0.032, 0.254], [0.193, -0.015, -0.048], [0.266, 0.147, 0.232], [-0.422, 0.228, 0.253], [-0.259, -0.237, -0.188], [0.007, 0.036, 0.227], [-0.024, 0.021, -0.131], [-0.042, 0.128, 0.050], [0.081, -0.171, -0.161], [0.255, -0.062, -0.250]]}